Computed, not measured: a 2-piece molecular cluster, C19H24F2NO2 overall in a non-equilibrium geometry, with ωB97M-V/def2-TZVPD.

Structure (XYZ):
```
48
C19H24F2NO2 ωB97M-V/def2-TZVPD
N 0.093 -1.052 -1.533
C -3.830 1.159 1.484
H 0.046 0.479 -4.934
C -1.411 -2.990 -1.449
H -5.053 2.504 2.644
O 0.140 -0.123 -4.177
H -4.454 -0.826 2.018
C 3.696 -0.210 1.160
C 0.003 -0.590 0.709
H 0.004 -1.675 0.607
H -2.842 -3.007 -2.795
H 0.568 -2.926 -0.615
H 1.846 -1.437 -2.615
H 5.269 2.185 2.783
H 1.977 -0.144 -1.429
C 2.448 -0.777 0.972
O -1.961 -2.615 -2.718
F 2.785 3.130 2.224
C 2.661 1.837 1.791
C -3.628 -0.217 1.666
H -5.883 1.080 2.002
H 0.520 1.893 1.917
C 5.172 1.745 1.787
H -0.701 2.015 0.381
H 5.383 2.523 1.052
H 2.373 -1.840 0.742
C 1.245 -0.005 1.091
C -1.505 1.377 0.751
C 1.390 1.309 1.624
H 2.007 0.659 -3.763
C 0.032 -2.542 -1.493
C 1.322 -0.577 -2.181
H 5.933 0.973 1.681
H -5.462 2.429 0.923
H -1.435 -4.086 -1.320
C -1.283 -0.010 0.961
H 0.634 1.367 -2.828
H 0.529 -2.944 -2.389
H -1.975 -2.481 -0.643
H 4.593 -0.800 0.996
C -5.124 1.832 1.778
C 1.063 0.453 -3.255
F -2.944 3.256 0.850
C -2.750 1.910 1.027
C 3.837 1.121 1.563
H -2.230 -1.851 1.613
C -2.387 -0.790 1.420
H -0.713 -0.722 -2.079
```

Energy above the lowest of the compared OMol25 structures with the same formula, charge and spin, kJ/mol: 0.0
Molar mass, Da: 336.40
Total energy, eV: -31104.980
Charge: +1
LUMO level, hartree: -0.1789
HOMO-LUMO gap, eV: 7.4027
E_HOMO, eV: -12.3

---

Computed, not measured: C19H24GaI2N6O6 as an isolated structure, with ωB97M-V/def2-TZVPD.

Structure (XYZ):
```
58
C19H24GaI2N6O6 ωB97M-V/def2-TZVPD
O 0.639 0.867 -0.136
C 5.960 3.942 0.376
N 3.048 -0.304 -0.518
I 1.596 4.182 -1.306
C -0.009 1.382 0.845
H 4.051 -0.296 -0.666
C 3.108 4.135 -2.783
Ga 2.300 1.813 0.587
O 4.557 3.566 0.326
N 2.411 0.676 3.292
H 2.537 -0.404 -1.386
H -4.691 -0.184 -2.476
C 4.256 2.281 0.558
N 2.244 -2.036 2.506
H 2.238 -2.994 2.202
O 2.206 -0.116 4.200
H 2.631 4.398 -3.716
H -6.140 -2.547 -1.999
C -3.082 -0.727 1.387
C -1.405 -2.974 -1.354
O 2.631 1.857 3.437
C -4.019 -2.836 -2.290
H -3.694 -4.829 -2.999
N -1.542 -0.739 -0.463
H -1.355 -4.944 -2.200
C -1.269 0.870 1.347
N 2.473 0.257 1.964
C -2.886 0.923 3.153
C -4.261 -0.452 -1.510
H -5.558 -2.006 -3.565
H -3.258 1.359 4.071
C -2.162 -1.824 -1.147
H -3.646 0.380 -1.175
H -1.219 2.247 2.985
C -1.943 -4.050 -2.035
H 6.547 3.161 0.845
H -5.093 -0.558 -0.809
C -3.531 -0.172 2.563
H -0.628 -0.463 -0.778
C -3.256 -3.982 -2.483
H -4.399 -0.603 3.046
C -3.464 -1.725 -1.634
H 6.299 4.105 -0.644
O 0.627 2.336 1.440
C -1.761 1.420 2.546
H 3.861 4.852 -2.494
H -3.591 -1.582 0.957
C -1.953 -0.209 0.727
C 2.455 -1.043 1.662
H -5.727 -3.731 -3.242
I 4.050 2.261 -3.068
H 6.011 4.863 0.945
C -5.436 -2.779 -2.802
H 2.832 -2.288 0.089
H 2.054 -1.802 3.469
O 5.070 1.413 0.754
N 2.682 -1.331 0.359
H -0.393 -3.015 -0.963
```

Energy above the lowest of the compared OMol25 structures with the same formula, charge and spin, kJ/mol: 12.7
Molar mass, Da: 755.97
Total energy, eV: -109888.847
Charge: +1
LUMO level, hartree: -0.1106
HOMO-LUMO gap, eV: 7.4151
E_HOMO, eV: -10.4

---

Computed, not measured: C19H24IrN2O2S4 as an isolated structure, with ωB97M-V/def2-TZVPD.

Structure (XYZ):
```
52
C19H24IrN2O2S4 ωB97M-V/def2-TZVPD
C 2.941 -2.165 -3.773
C -3.025 -1.631 0.229
C 0.361 -3.385 1.705
H 0.099 1.038 -2.713
H -3.489 0.820 -1.032
H -1.628 -0.707 -1.550
C 3.951 -1.911 -1.609
H 2.175 1.977 1.713
H -0.969 1.320 5.000
S -2.894 -3.266 0.238
H -0.080 2.764 -1.011
H 1.577 1.111 -1.763
C -4.297 0.274 -0.539
S 2.682 -0.886 0.587
H -1.019 3.793 0.734
N 0.433 1.513 0.648
H 0.379 -4.452 1.444
C -0.314 1.319 2.969
H -5.214 0.387 -1.116
C 1.756 2.174 0.729
C 0.522 0.847 -1.720
H 2.993 -2.474 -4.809
C -0.967 1.876 4.072
C -0.351 2.040 1.769
H 0.912 -1.533 -3.926
N 0.450 -0.614 -1.415
H -2.207 4.717 2.693
C -0.177 1.719 -0.686
S -2.071 -0.507 1.149
C 1.668 -1.255 -1.935
C -1.637 3.084 3.978
H -4.424 0.677 0.465
C -0.771 -1.211 -1.986
C -1.011 3.254 1.674
H -2.153 3.477 4.845
H 4.800 -2.027 -0.946
H -0.527 -3.210 2.330
H 4.965 -2.717 -3.309
O 0.340 -2.635 0.536
H 1.254 -3.178 2.319
H 1.629 3.253 0.586
C 2.767 -1.383 -1.081
H -1.233 1.467 -0.589
S 0.489 -0.236 3.064
C 1.762 -1.636 -3.266
C -1.672 3.779 2.775
C 4.039 -2.299 -2.933
H 2.440 1.762 -0.006
H -0.806 -2.260 -1.701
H -0.810 -1.088 -3.072
Ir 0.406 -0.651 0.754
O -4.044 -1.124 -0.520
```

Energy above the lowest of the compared OMol25 structures with the same formula, charge and spin, kJ/mol: 0.0
Molar mass, Da: 632.90
Total energy, eV: -73350.747
Charge: -1
LUMO level, hartree: 0.0905
HOMO-LUMO gap, eV: 6.3619
E_HOMO, eV: -3.9

---

Computed, not measured: one molecule with the formula C19H24N2O2 in a non-equilibrium geometry, with ωB97M-V/def2-TZVPD.

Structure (XYZ):
```
47
C19H24N2O2 ωB97M-V/def2-TZVPD
C 2.347 -0.205 -3.101
H -3.433 -0.990 -0.814
H -2.689 -2.778 0.957
O 4.453 -1.333 -3.388
H -0.413 -0.438 3.419
H -0.631 -1.065 -0.279
H -2.171 1.527 0.339
H 4.658 -0.500 -0.637
H 3.607 1.597 0.250
H 1.727 0.348 2.085
C 0.208 0.287 -2.554
H 0.262 1.713 0.279
H -1.898 -0.225 -2.288
C 3.635 -0.803 -2.634
H 2.367 2.571 -0.321
C -3.163 -1.800 1.219
C -2.065 0.351 0.537
H 3.265 1.789 -1.587
C -3.315 -0.674 0.207
C 1.855 0.460 -0.586
H 2.868 -0.876 0.819
C 2.854 1.617 -0.551
C -2.856 1.467 2.603
C -1.999 0.294 2.099
C -0.880 -0.012 -0.314
C 0.757 0.100 1.654
H -3.938 1.409 2.236
N 1.607 -0.354 -4.219
H -1.469 1.356 -1.869
H -2.357 2.485 2.320
C 1.482 0.300 -1.978
H -0.391 -0.096 -4.562
H -0.480 1.280 3.086
H 4.256 -2.092 -0.990
N 0.376 -0.037 -3.879
C -2.485 -1.107 2.423
H -4.159 -1.997 1.518
H 0.783 -1.003 1.526
H 1.873 -1.747 -0.411
O -2.619 -1.460 3.602
C -0.517 0.334 2.626
C 3.839 -1.077 -1.118
H -4.304 -0.241 0.323
H -2.818 1.455 3.699
C -1.087 0.389 -1.826
C 2.539 -0.868 -0.189
C 0.520 0.650 0.271
```

SMILES string: C[C@]12CCC(=O)c3n[nH]c(c31)C[C@H]1[C@H]2CC[C@]2(C)C(=O)CC[C@H]12
Energy above the lowest of the compared OMol25 structures with the same formula, charge and spin, kJ/mol: 332.3
Molar mass, Da: 312.41
Total energy, eV: -27165.340
Charge: 0
LUMO level, hartree: 0.0186
HOMO-LUMO gap, eV: 9.6601
E_HOMO, eV: -9.2

---

Computed, not measured: one molecule with the formula C19H24N2O3 in a non-equilibrium geometry, with ωB97M-V/def2-TZVPD.

Structure (XYZ):
```
48
C19H24N2O3 ωB97M-V/def2-TZVPD
C -3.863 -0.680 0.463
C -4.027 -1.663 -1.919
H -1.108 -2.228 -0.465
H 5.717 2.252 -0.355
H -4.488 -0.050 1.281
H 2.129 -1.132 0.901
H 2.460 1.585 3.158
O -2.548 -3.109 -3.855
O -0.760 -1.441 1.985
O -4.824 -1.800 -3.134
H -2.382 -1.012 2.733
C 4.921 1.599 -0.341
C 1.989 1.395 2.259
C -1.934 -1.759 -0.643
C -1.885 -0.749 1.747
C -4.646 -0.751 -0.885
C 1.168 2.460 1.676
H -0.673 -4.139 -3.546
H 0.007 2.235 -1.593
N -1.009 -3.736 -2.590
H -5.618 -0.512 -0.846
H 1.254 0.417 2.409
H 0.067 -1.109 1.221
C 0.840 2.266 -0.704
H 1.535 1.573 -0.884
H -2.290 1.435 1.479
H 0.531 2.865 2.617
C -2.464 -1.185 0.370
C -1.431 0.822 1.630
C 4.939 0.039 -0.696
H -1.057 0.950 2.746
H -0.777 0.615 0.020
H -4.152 -2.343 -3.586
H 4.225 2.843 1.198
C 0.041 2.414 0.631
C -2.173 -2.841 -2.849
C -2.886 -1.940 -1.669
H 1.286 3.220 -0.944
H 4.031 -1.770 -0.827
C 3.157 -0.394 0.495
H 1.734 3.303 1.516
N -0.408 0.918 0.812
H -0.796 2.988 0.744
C 3.940 -0.670 -0.504
H -0.596 -3.857 -1.528
C 4.117 1.670 0.626
H 5.674 0.029 -1.534
C 3.030 0.975 1.178
```

SMILES string: C[C@H](CCc1ccccc1)NC[C@H](O)c1ccc(O)c(C(N)=O)c1
Energy above the lowest of the compared OMol25 structures with the same formula, charge and spin, kJ/mol: 1760.0
Molar mass, Da: 328.41
Total energy, eV: -29199.435
Charge: 0
LUMO level, hartree: 0.0104
HOMO-LUMO gap, eV: 9.0476
E_HOMO, eV: -8.8